16
Properties=species:S:1:pos:R:3:forces:R:3:lowdin_charge:R:1 method="wB97M-V/def2-TZVPD" smiles=C[C@@H](O)[C@@H](C)C#N energy_ev=-8868.2566 spin_multiplicity=1 de_lowest_ev=0.956 lumo_ev=0.73
C -0.699 -0.330 -1.435 -0.02 0.02 0.01 -0.04
C 0.304 0.595 -0.752 0.17 -0.27 -0.08 -0.42
O -0.193 1.910 -0.595 -0.36 0.10 -0.06 -0.03
C 0.764 0.075 0.634 0.00 0.02 0.06 -0.32
C -0.392 -0.124 1.620 -0.12 -0.03 0.05 -0.05
C 1.530 -1.167 0.454 0.50 -0.82 -0.18 -0.20
N 2.117 -2.147 0.270 -0.57 0.93 0.20 0.16
H -0.399 -1.378 -1.346 0.02 0.13 -0.02 0.09
H -0.784 -0.093 -2.499 0.00 0.04 0.13 0.09
H -1.694 -0.230 -0.981 0.14 -0.02 -0.03 0.08
H 1.201 0.681 -1.378 -0.12 -0.06 0.10 0.15
H -1.158 1.886 -0.642 0.25 0.04 0.04 0.09
H 1.451 0.827 1.041 -0.07 -0.11 -0.08 0.15
H -0.033 -0.485 2.588 0.00 0.07 -0.15 0.09
H -1.115 -0.852 1.241 0.11 0.09 0.06 0.08
H -0.900 0.832 1.780 0.07 -0.14 -0.04 0.08